Record 1
C37H50BN8O2Pt | wB97M-V/def2-TZVPD

Geometry as XYZ:
```
99
Properties=species:S:1:pos:R:3:forces:R:3:mulliken_charge:R:1
Pt -0.1897 -1.2232 0.1078 -0.622 0.723 -0.142 1.246
C -5.1163 0.8296 -0.2520 0.007 0.008 -0.005 -1.494
C -4.1534 -0.2887 -0.0474 0.009 0.011 0.029 0.377
C -4.3944 -1.6262 0.1909 0.037 -0.048 0.010 -1.039
C -3.1436 -2.2425 0.3119 0.103 0.067 0.005 -0.187
N -2.2065 -1.2967 0.1523 0.193 -0.304 0.008 -0.290
N -2.8234 -0.1182 -0.0631 -0.078 0.107 -0.068 0.604
B -1.9636 1.1375 -0.2573 0.237 0.150 0.037 0.064
N -1.1585 1.3118 1.0857 0.093 -0.045 -0.201 0.924
N -0.5407 0.2347 1.6616 0.285 -0.374 0.330 0.080
C -0.2524 0.5344 2.9259 -0.051 0.159 -0.020 -0.883
C -0.6686 1.8473 3.1733 -0.012 -0.022 0.017 -0.698
C -1.2462 2.2981 2.0033 0.022 0.004 -0.106 0.195
C -1.8532 3.6379 1.7533 -0.005 0.004 -0.025 -1.726
C 0.2507 -0.4577 3.9532 -0.001 0.016 -0.011 2.627
C 1.3239 -1.3957 3.4099 0.019 -0.004 -0.068 -1.229
C -0.9551 -1.2965 4.4050 -0.017 -0.006 -0.020 -1.619
C 0.8255 0.2993 5.1524 -0.019 -0.003 0.027 -2.209
N -1.1293 0.9151 -1.5632 -0.149 0.022 0.054 0.887
N -0.5420 -0.2946 -1.8010 0.461 -0.401 -0.012 -0.004
C -0.1068 -0.3190 -3.0550 -0.124 0.056 -0.142 -0.543
C -0.4438 0.8956 -3.6638 -0.010 -0.035 0.003 -1.076
C -1.1039 1.6378 -2.7054 0.089 0.038 0.141 0.293
C -1.6948 2.9989 -2.8644 -0.025 -0.015 0.057 -1.671
C 0.6057 -1.4898 -3.6957 0.013 0.009 0.002 2.550
C 0.2378 -2.8175 -3.0357 -0.042 0.007 0.027 -1.711
C 2.1201 -1.2598 -3.5964 0.009 0.012 0.062 -1.549
C 0.2012 -1.5652 -5.1730 0.051 0.000 -0.002 -2.058
C -2.9177 -3.7118 0.5849 -0.061 0.022 0.007 2.379
C -1.4445 -4.0856 0.6375 0.128 0.047 -0.021 -1.395
C -3.5873 -4.5195 -0.5350 -0.038 0.006 0.001 -1.770
C -3.5687 -4.0585 1.9306 -0.023 0.008 0.005 -1.609
H -6.1331 0.4477 -0.1981 -0.002 0.003 -0.001 0.417
H -4.9756 1.2992 -1.2256 0.000 -0.002 -0.003 0.275
H -4.9964 1.5988 0.5113 0.001 -0.002 0.004 0.273
H -5.3591 -2.0967 0.2705 0.001 -0.014 -0.003 0.611
H -2.6678 2.0821 -0.4072 0.011 -0.011 0.011 -0.424
H -0.5903 2.3993 4.0933 0.002 0.003 -0.005 0.503
H -2.4544 3.9347 2.6116 0.010 0.011 0.001 0.444
H -2.4847 3.6499 0.8697 0.005 -0.002 0.010 0.214
H -1.0731 4.3886 1.6245 0.030 0.027 -0.019 0.293
H 0.9310 -2.0198 2.6085 -0.018 -0.047 -0.081 -0.080
H 1.6576 -2.0625 4.2069 0.023 0.021 -0.002 0.586
H 2.1883 -0.8433 3.0366 0.023 0.009 -0.018 0.256
H -1.4138 -1.7987 3.5495 0.011 -0.014 -0.002 0.105
H -1.7134 -0.6682 4.8737 -0.009 0.006 -0.008 0.418
H -0.6416 -2.0542 5.1257 0.002 0.009 0.009 0.464
H 1.6404 0.9589 4.8497 0.011 -0.005 0.004 0.432
H 1.2136 -0.4109 5.8837 -0.003 -0.002 0.001 0.436
H 0.0644 0.9003 5.6501 0.001 -0.001 0.000 0.388
H -0.2627 1.1929 -4.6820 -0.019 -0.005 -0.004 0.476
H -2.1974 3.0689 -3.8280 0.012 0.006 -0.002 0.449
H -0.9148 3.7587 -2.8455 0.058 0.053 0.020 0.287
H -2.4141 3.2312 -2.0838 0.008 -0.006 -0.014 0.204
H 0.4536 -2.8138 -1.9674 0.012 -0.006 -0.001 0.140
H 0.8176 -3.6234 -3.4887 -0.024 -0.004 -0.026 0.539
H -0.8235 -3.0401 -3.1632 -0.001 0.008 0.020 0.345
H 2.4335 -1.1750 -2.5531 0.000 -0.016 -0.024 0.122
H 2.4071 -0.3409 -4.1092 0.001 0.009 0.005 0.410
H 2.6604 -2.0910 -4.0533 -0.002 -0.004 -0.012 0.470
H -0.8813 -1.6461 -5.2787 0.000 -0.011 -0.003 0.417
H 0.6581 -2.4417 -5.6352 0.007 0.005 -0.004 0.439
H 0.5350 -0.6878 -5.7268 0.001 0.007 0.001 0.367
H -0.9804 -3.9223 -0.3389 0.076 0.021 -0.001 0.040
H -1.3406 -5.1452 0.8790 -0.002 0.011 -0.005 0.537
H -0.9159 -3.5188 1.4121 0.021 0.008 -0.016 0.228
H -3.1494 -4.2784 -1.5054 0.002 -0.001 0.000 0.300
H -4.6561 -4.3122 -0.5859 -0.002 -0.009 -0.006 0.371
H -3.4583 -5.5877 -0.3533 0.005 0.001 0.003 0.476
H -3.0993 -3.5066 2.7470 0.001 0.002 0.003 0.221
H -3.4641 -5.1261 2.1312 0.009 0.000 0.000 0.468
H -4.6315 -3.8177 1.9281 -0.004 -0.006 0.006 0.350
O 4.9678 7.5535 -1.0173 -0.010 0.008 0.002 -0.477
C 3.6900 7.1474 -0.8993 -0.016 0.020 0.007 0.604
O 2.7999 7.9462 -0.9419 0.012 -0.011 0.002 -0.534
C 3.4325 5.6764 -0.7161 0.014 0.017 -0.013 1.009
C 2.1055 5.2780 -0.6686 -0.102 -0.029 -0.013 -0.972
C 1.7754 3.9443 -0.5062 -0.042 0.025 0.027 0.220
C 2.7538 2.9699 -0.3788 0.067 -0.200 0.028 0.544
C 4.0942 3.3731 -0.4317 -0.131 -0.084 0.001 -1.389
C 4.4218 4.7062 -0.5964 0.005 -0.003 0.003 -1.266
N 2.2880 1.6154 -0.2117 0.053 0.033 -0.095 0.270
C 3.1617 0.7304 0.0121 -0.218 0.121 0.036 0.275
C 3.0281 -0.7368 0.1829 -0.054 -0.202 -0.065 -0.282
C 4.2688 -1.3439 0.4038 -0.041 0.037 -0.038 -0.875
C 4.4025 -2.7090 0.5273 0.124 0.003 0.008 -0.960
C 3.2659 -3.4780 0.3969 -0.077 -0.086 -0.019 -0.983
C 2.0691 -2.8330 0.1817 -0.037 0.114 0.007 -0.114
N 1.9108 -1.4981 0.0939 0.050 0.191 0.205 1.443
H 5.5818 6.8130 -0.9863 0.016 -0.012 -0.006 0.276
H 1.3398 6.0353 -0.7642 -0.016 0.001 0.003 0.491
H 0.7463 3.6366 -0.4710 -0.299 -0.123 0.015 0.674
H 4.9107 2.6732 -0.3557 0.036 -0.083 -0.006 0.363
H 5.4757 4.9575 -0.6225 -0.002 -0.003 -0.005 0.185
H 4.2136 0.9900 0.0873 0.107 0.081 0.062 0.023
H 5.1429 -0.7121 0.4676 0.001 -0.010 0.019 0.526
H 5.3698 -3.1583 0.7059 0.003 0.009 -0.001 0.451
H 3.2892 -4.5560 0.4617 -0.028 0.001 -0.007 0.532
H 1.1661 -3.4147 0.0817 -0.147 -0.082 0.023 0.231
```
Forces are in eV/Å.

Computed properties:
- multiplicity = 1
- total charge = +1
- LUMO energy (eV) = -3.6
- Kohn-Sham gap (eV) = 7.2862
- highest occupied orbital energy (hartree) = -0.40143
- max |F| (eV/A) = 1.0
- E (hartree) = -2172.51875

---

Record 2
C37H50BrF5LuN3O5SiTe | wB97M-V/def2-TZVPD

Geometry as XYZ:
```
104
Properties=species:S:1:pos:R:3:forces:R:3:mulliken_charge:R:1
Lu -0.3357 0.2556 0.4911 0.482 0.778 2.498 1.968
C -0.3450 -1.7167 2.8565 0.139 -0.345 0.082 -1.123
N -1.4313 -0.7309 2.7205 -0.184 -0.400 -0.149 1.789
C -1.6362 -0.2255 4.0811 -0.059 0.569 0.134 -1.548
C -2.3906 1.0898 4.2663 0.176 0.020 -0.172 -1.019
C -1.9613 2.2120 3.3117 -0.485 0.117 0.089 -0.521
N -0.6597 2.0404 2.7160 0.414 0.440 -0.106 0.422
C 0.0473 3.1020 2.6443 -0.796 -0.210 0.591 -0.407
C 1.3023 3.2682 1.9815 0.657 -0.299 -0.664 0.842
C 1.8444 4.5589 1.9402 -0.187 -0.139 0.067 -0.843
C 2.9979 4.8447 1.2549 0.207 0.199 -0.120 -0.791
C 3.6247 3.8159 0.5524 0.002 0.231 0.066 -0.543
C 3.1225 2.5432 0.5675 -0.264 -0.470 0.067 -0.414
C 1.9404 2.1951 1.2792 0.640 1.329 0.362 0.228
O 1.5053 0.9873 1.3006 -0.191 -0.475 -0.340 -0.555
C -2.5948 -1.4632 2.1982 -0.436 0.070 -0.104 -0.475
C -3.8809 -0.7088 1.8819 0.111 0.018 -0.043 -1.612
C -3.8238 0.3908 0.8103 -0.471 0.136 0.499 -1.702
N -2.7147 0.3498 -0.1240 0.110 0.386 -0.500 0.809
C -3.0065 0.7853 -1.2984 -0.582 0.015 0.446 -1.064
C -2.1671 0.9994 -2.4360 1.024 0.066 -0.499 1.332
C -2.7611 1.6055 -3.5539 -0.013 -0.214 0.144 -0.917
C -2.0720 1.8117 -4.7223 -0.104 0.027 -0.198 -0.999
C -0.7426 1.3945 -4.8102 -0.120 0.084 0.024 -0.540
C -0.1206 0.8261 -3.7324 -0.015 -0.321 0.501 -0.494
C -0.7923 0.6134 -2.5008 -0.817 0.974 -1.725 0.466
O -0.1556 0.0894 -1.5165 0.343 -0.167 -0.551 0.296
H -0.2486 -2.3165 1.9542 -0.127 0.025 0.201 -0.112
H 0.5987 -1.1959 3.0299 -0.011 0.005 0.089 0.285
H -0.5462 -2.4007 3.6963 0.004 0.050 0.009 0.531
H -0.6380 -0.0700 4.4991 -0.065 -0.071 -0.020 0.539
H -2.1435 -0.9986 4.6929 0.229 0.002 -0.188 0.271
H -2.2032 1.4029 5.2999 -0.033 -0.081 -0.005 0.403
H -3.4669 0.9412 4.1734 0.001 0.050 0.045 0.326
H -2.0307 3.1824 3.8421 -0.026 -0.180 -0.169 0.655
H -2.6568 2.2719 2.4704 0.086 0.063 0.185 -0.197
H -0.3399 4.0313 3.1046 0.037 -0.151 -0.017 -0.012
H 1.3066 5.3575 2.4401 -0.027 -0.008 0.096 0.349
H 3.3989 5.8489 1.2298 -0.026 0.058 -0.004 0.353
H 4.5047 4.0360 -0.0366 0.128 -0.033 -0.032 0.427
H 3.6011 1.7644 -0.0018 0.078 -0.150 -0.054 0.187
H -2.8581 -2.2789 2.8988 0.166 0.001 -0.216 0.517
H -2.2911 -1.9263 1.2578 -0.244 -0.183 0.924 -0.301
H -4.3217 -0.2789 2.7837 -0.066 -0.027 0.014 0.439
H -4.5564 -1.4849 1.5174 0.099 -0.023 0.064 0.561
H -3.7753 1.3757 1.2894 -0.019 -0.135 -0.113 0.678
H -4.7720 0.3549 0.2529 0.190 0.048 0.087 0.715
H -4.0518 1.0725 -1.4926 0.162 -0.138 0.109 0.148
H -3.7966 1.9190 -3.4752 -0.022 -0.042 -0.003 0.374
H -2.5550 2.2772 -5.5699 -0.049 0.057 -0.036 0.370
H -0.1933 1.5345 -5.7328 0.039 0.003 -0.048 0.338
H 0.9108 0.5072 -3.7802 0.075 -0.031 0.001 0.413
Br 0.9984 3.5107 -2.0731 0.227 0.545 -0.413 0.018
C -0.7389 4.1841 -2.4541 0.219 -0.103 0.076 0.187
C -0.9359 4.8493 -3.6558 0.138 0.008 0.045 -0.747
C -2.1772 5.3802 -3.9524 0.026 0.090 -0.093 -0.446
C -3.2216 5.2611 -3.0502 -0.012 0.029 -0.051 -0.724
C -3.0150 4.5969 -1.8588 -0.004 0.064 -0.012 -0.796
C -1.7806 4.0377 -1.5500 0.075 -0.159 0.240 0.151
C -1.6911 3.2104 -0.2733 -0.173 0.317 0.121 -0.005
O -2.6073 3.3410 0.5445 -0.190 0.147 0.034 -0.795
O -0.7060 2.4336 -0.1835 0.098 -0.687 0.359 0.601
H -0.1143 4.9365 -4.3515 0.043 0.004 -0.039 0.411
H -2.3288 5.8900 -4.8929 0.004 0.036 -0.121 0.380
H -4.1928 5.6743 -3.2830 -0.087 0.045 -0.018 0.365
H -3.8096 4.4821 -1.1371 -0.022 -0.063 0.087 0.487
F -3.5899 -2.3895 -0.4774 1.161 0.709 0.309 -0.544
Te -1.5306 -2.1387 -0.9487 -3.503 -6.560 -4.498 1.772
F -0.2385 -2.5085 -2.4502 0.054 0.552 1.322 -0.587
F -1.5042 -3.6623 0.5759 0.520 1.190 -0.467 -0.759
F -2.5719 -1.6558 -2.6404 0.774 0.555 1.202 -0.418
F -2.0123 -3.8876 -1.7487 0.417 0.831 0.628 -0.403
O 0.7264 -1.8628 0.1898 -1.230 1.032 -0.211 0.153
C 2.9755 -2.1115 1.9101 -0.272 -0.186 -0.577 -1.198
Si 2.0790 -2.6820 0.2873 1.927 -0.415 0.843 -0.087
C 1.9769 -4.6258 0.5550 0.001 0.032 -0.158 2.405
C 1.5364 -5.3390 -0.7215 -0.011 0.243 0.026 -1.683
C 3.3122 -5.2271 1.0167 -0.007 0.401 -0.120 -2.064
C 0.9778 -4.9574 1.6642 -0.047 0.256 -0.195 -1.719
C 3.3071 -2.1398 -1.1388 -0.027 -0.177 -0.045 2.931
C 3.4878 -0.6327 -0.9607 -0.315 -0.212 0.186 -2.296
C 2.7220 -2.3616 -2.5288 -0.109 0.033 0.180 -1.508
C 4.6927 -2.7870 -1.0987 -0.269 -0.074 0.207 -2.336
H 2.5925 -2.6191 2.7898 -0.149 -0.184 0.193 0.330
H 2.8224 -1.0485 2.0561 -0.048 0.316 -0.037 -0.087
H 4.0431 -2.2947 1.8792 0.368 -0.081 -0.038 0.375
H 2.2988 -5.2484 -1.4937 0.064 -0.028 -0.178 0.280
H 0.6099 -4.9086 -1.0949 -0.166 -0.046 -0.169 0.231
H 1.3737 -6.4041 -0.5331 -0.036 -0.141 0.041 0.479
H 4.1212 -5.0276 0.3225 0.223 -0.002 -0.108 0.258
H 3.2105 -6.3136 1.1139 -0.052 -0.046 0.000 0.537
H 3.5921 -4.8262 1.9895 0.121 0.008 0.134 0.320
H -0.0316 -4.8151 1.3124 -0.374 0.148 0.029 0.120
H 1.1415 -4.3230 2.5301 -0.030 0.081 0.320 0.285
H 1.0845 -5.9955 1.9852 0.128 -0.222 0.006 0.572
H 2.5091 -0.1505 -0.9098 0.149 0.154 -0.033 -0.067
H 4.0459 -0.2105 -1.8017 0.093 0.042 -0.103 0.556
H 4.0281 -0.4297 -0.0384 0.057 0.207 0.128 0.442
H 1.7931 -1.8141 -2.6203 -0.259 -0.016 -0.159 -0.174
H 2.5133 -3.4121 -2.7146 -0.084 -0.107 -0.145 0.293
H 3.4159 -2.0009 -3.2955 0.160 0.025 -0.069 0.474
H 5.1526 -2.6757 -0.1188 0.164 -0.062 0.154 0.329
H 5.3512 -2.3150 -1.8340 0.037 0.093 -0.101 0.446
H 4.6375 -3.8466 -1.3406 0.066 -0.147 -0.029 0.411
```
Forces are in eV/Å.

Computed properties:
- multiplicity = 1
- total charge = -2
- LUMO energy (eV) = 4.2
- Kohn-Sham gap (eV) = 7.1781
- highest occupied orbital energy (hartree) = -0.10856
- max |F| (eV/A) = 8.7
- E (hartree) = -6847.13583

---

Which of these has the highest max |F|?
C37H50BrF5LuN3O5SiTe

---

Among the records above, which one has the lowest highest occupied orbital energy?
C37H50BN8O2Pt

---

What is the formula in the second record?
C37H50BrF5LuN3O5SiTe

---

Look up the total charge of the second one.
-2